# 1
{
  "formula": "C4H8O",
  "method": "wB97M-V/def2-TZVPD",
  "species": ["C", "C", "O", "C", "C", "H", "H", "H", "H", "H", "H", "H", "H"],
  "positions_angstrom": [[-1.749, 0.295, 0.387], [-0.563, -0.634, 0.054], [-0.439, -1.088, -1.171], [0.764, -0.088, 0.420], [1.699, 0.362, -0.616], [-1.771, 0.609, 1.438], [-2.669, -0.248, 0.155], [-1.702, 1.183, -0.252], [-0.574, -1.472, 0.819], [1.164, -0.251, 1.427], [1.133, 0.632, -1.515], [2.344, 1.159, -0.226], [2.364, -0.459, -0.919]],
  "nbo_charge": [-0.631, -0.007, -0.529, 0.109, -0.707, 0.207, 0.220, 0.214, 0.218, 0.179, 0.248, 0.225, 0.254],
  "homo_energy_ev": [-8.3, -9.5],
  "orbital_gap_ha": [0.2603, 0.3358]
}

---

# 2
{
  "formula": "C20H20N2O",
  "method": "wB97M-V/def2-TZVPD",
  "species": ["C", "C", "C", "C", "C", "C", "C", "H", "H", "C", "N", "N", "C", "O", "C", "C", "H", "H", "C", "C", "C", "C", "C", "C", "C", "C", "H", "H", "H", "H", "H", "C", "H", "H", "H", "H", "H", "H", "H", "H", "H", "H", "H"],
  "positions_angstrom": [[5.659, 2.000, 0.236], [4.508, 1.045, 0.164], [4.712, -0.320, 0.013], [3.647, -1.198, -0.046], [2.339, -0.728, 0.047], [2.131, 0.642, 0.208], [3.200, 1.511, 0.264], [3.024, 2.571, 0.384], [1.118, 1.006, 0.282], [1.186, -1.629, -0.014], [0.091, -1.219, 0.562], [-0.998, -1.956, 0.539], [-1.119, -3.204, -0.064], [-2.171, -3.819, -0.027], [0.100, -3.647, -0.708], [1.218, -2.887, -0.688], [2.117, -3.207, -1.193], [0.058, -4.602, -1.209], [-2.150, -1.357, 1.187], [-2.577, -0.082, 0.502], [-2.426, 0.039, -0.872], [-2.791, 1.194, -1.549], [-3.329, 2.242, -0.816], [-3.499, 2.124, 0.551], [-3.131, 0.971, 1.232], [-3.337, 0.880, 2.714], [-3.940, 0.010, 2.970], [-2.381, 0.796, 3.233], [-3.843, 1.770, 3.081], [-3.926, 2.949, 1.104], [-3.620, 3.154, -1.317], [-2.631, 1.289, -3.036], [-3.511, 0.878, -3.532], [-1.764, 0.722, -3.369], [-2.519, 2.324, -3.349], [-2.016, -0.787, -1.436], [-2.950, -2.105, 1.145], [-1.889, -1.162, 2.228], [3.841, -2.256, -0.143], [5.721, -0.703, -0.057], [5.507, 2.834, -0.449], [5.744, 2.409, 1.242], [6.594, 1.506, -0.015]],
  "nbo_charge": [-0.628, -0.012, -0.205, -0.217, -0.006, -0.195, -0.200, 0.209, 0.233, 0.114, -0.185, -0.200, 0.577, -0.628, -0.238, -0.187, 0.224, 0.232, -0.255, -0.027, -0.157, -0.034, -0.205, -0.201, -0.018, -0.634, 0.217, 0.217, 0.218, 0.206, 0.206, -0.625, 0.221, 0.216, 0.215, 0.198, 0.263, 0.217, 0.207, 0.208, 0.220, 0.222, 0.215],
  "homo_energy_ev": -8.3,
  "orbital_gap_ha": 0.3100,
  "smiles": "Cc1ccc(-c2ccc(=O)n(Cc3cc(C)ccc3C)n2)cc1"
}

---

# 3
{
  "formula": "C10H30FNaO5S5",
  "method": "wB97M-V/def2-TZVPD",
  "species": ["Na", "F", "C", "S", "O", "C", "H", "H", "H", "H", "H", "H", "C", "S", "O", "C", "H", "H", "H", "H", "H", "H", "C", "S", "O", "C", "H", "H", "H", "H", "H", "H", "C", "S", "O", "C", "H", "H", "H", "H", "H", "H", "C", "S", "O", "C", "H", "H", "H", "H", "H", "H"],
  "positions_angstrom": [[0.533, -0.511, -0.269], [0.977, -2.192, -1.995], [-2.461, 1.262, 2.011], [-1.361, -0.001, 2.842], [-0.934, -0.980, 1.738], [0.199, 0.938, 3.187], [-3.481, 1.081, 2.349], [-2.386, 1.053, 0.944], [-2.142, 2.304, 2.025], [0.750, 1.290, 2.315], [0.595, 0.050, 3.681], [0.102, 1.732, 3.927], [-2.329, -2.257, -0.969], [-3.494, -3.414, -1.908], [-4.956, -3.056, -1.457], [-3.193, -2.903, -3.619], [-2.697, -2.280, 0.056], [-2.283, -1.245, -1.372], [-1.345, -2.718, -0.875], [-3.556, -3.537, -4.427], [-2.143, -2.622, -3.710], [-3.812, -2.024, -3.799], [1.142, -3.287, 3.591], [1.848, -2.851, 1.896], [2.009, -1.343, 1.867], [3.546, -3.561, 2.167], [0.807, -4.323, 3.647], [0.362, -2.552, 3.789], [1.885, -3.190, 4.382], [4.074, -3.247, 1.266], [3.381, -4.618, 2.377], [3.887, -3.003, 3.039], [-0.373, 0.979, -3.719], [-1.587, 1.456, -2.458], [-0.872, 1.119, -1.136], [-1.236, 3.232, -2.603], [0.591, 1.277, -3.307], [-0.593, 1.248, -4.752], [-0.381, -0.109, -3.661], [-1.489, 3.577, -3.606], [-0.187, 3.510, -2.500], [-1.824, 3.780, -1.866], [3.338, 3.221, -0.988], [1.613, 2.875, -0.413], [1.659, 1.364, -0.301], [1.704, 3.532, 1.314], [3.378, 4.310, -1.019], [3.395, 3.054, -2.064], [4.141, 2.717, -0.450], [2.206, 4.499, 1.274], [2.302, 2.787, 1.839], [0.693, 3.577, 1.718]],
  "nbo_charge": [0.916, -0.980, -0.826, 1.193, -0.999, -0.794, 0.235, 0.271, 0.226, 0.242, 0.242, 0.220, -0.788, 1.146, -0.971, -0.837, 0.243, 0.213, 0.271, 0.240, 0.252, 0.227, -0.806, 1.237, -1.004, -0.786, 0.231, 0.237, 0.212, 0.249, 0.228, 0.222, -0.826, 1.234, -1.029, -0.817, 0.245, 0.235, 0.277, 0.227, 0.231, 0.232, -0.800, 1.223, -1.009, -0.808, 0.214, 0.244, 0.249, 0.235, 0.244, 0.234],
  "homo_energy_ev": -7.6,
  "orbital_gap_ha": 0.2761
}

---

# 4
{
  "formula": "C4H9N4O",
  "method": "wB97M-V/def2-TZVPD",
  "species": ["C", "C", "C", "C", "N", "N", "N", "N", "O", "H", "H", "H", "H", "H", "H", "H", "H", "H"],
  "positions_angstrom": [[0.370, -0.028, -0.299], [-1.718, 0.081, 1.313], [2.081, -0.717, -1.133], [2.905, -1.268, -0.124], [2.043, -0.408, -2.290], [-2.224, -0.109, 2.566], [-2.465, 0.853, 0.566], [-0.527, -0.470, 0.953], [-0.182, 0.787, -0.994], [3.280, -0.416, 0.392], [3.907, -1.604, -0.471], [2.445, -2.052, 0.463], [1.327, 0.249, -2.666], [-3.166, 0.045, 2.896], [-1.818, -0.871, 3.073], [-3.330, 1.285, 1.008], [-2.076, 1.205, -0.331], [-0.001, -1.094, 1.551]],
  "nbo_charge": [0.533, 0.680, 0.468, -0.742, -0.534, -0.772, -0.746, -0.676, -0.608, 0.276, 0.281, 0.257, 0.434, 0.426, 0.404, 0.433, 0.464, 0.422],
  "total_charge": 1,
  "homo_energy_ev": -13.2,
  "orbital_gap_ha": 0.3670
}

---

# 5
{
  "formula": "C41H35ClLuN2Si2",
  "method": "wB97M-V/def2-TZVPD",
  "species": ["C", "C", "C", "H", "C", "C", "H", "H", "H", "H", "Lu", "Si", "C", "C", "H", "C", "H", "C", "H", "C", "H", "C", "H", "C", "C", "H", "C", "H", "C", "H", "C", "H", "C", "H", "H", "Si", "C", "C", "H", "C", "H", "C", "H", "C", "H", "C", "H", "C", "C", "H", "C", "H", "C", "H", "C", "H", "C", "H", "H", "Cl", "C", "C", "N", "C", "C", "C", "C", "C", "C", "C", "C", "C", "N", "C", "H", "H", "H", "H", "H", "H", "H", "H"],
  "positions_angstrom": [[3.048, 2.884, 0.346], [2.831, 1.700, -0.434], [1.581, 1.846, -1.100], [3.543, 0.886, -0.583], [1.034, 3.124, -0.747], [1.949, 3.756, 0.156], [1.870, 4.778, 0.520], [3.964, 3.123, 0.885], [1.141, 1.155, -1.812], [0.140, 3.576, -1.181], [0.998, 1.773, 1.277], [-0.637, -1.392, 0.397], [0.652, -2.550, -0.182], [0.750, -3.778, 0.461], [0.101, -3.996, 1.320], [1.679, -4.715, 0.006], [1.743, -5.689, 0.504], [2.529, -4.402, -1.064], [3.198, -5.169, -1.464], [2.520, -3.104, -1.617], [3.248, -2.833, -2.380], [1.599, -2.165, -1.145], [1.646, -1.143, -1.539], [-1.139, -0.248, -1.140], [-0.722, -0.385, -2.603], [0.224, -0.885, -2.843], [-1.356, 0.458, -3.598], [-1.308, 0.191, -4.663], [-1.904, 1.655, -3.181], [-2.146, 2.426, -3.916], [-2.094, 1.924, -1.825], [-2.515, 2.891, -1.538], [-1.809, 1.003, -0.840], [-2.042, 1.176, 0.215], [0.396, -0.343, 0.756], [-2.209, -1.431, -2.056], [-3.967, -1.145, -2.504], [-4.554, -1.947, -3.504], [-4.203, -2.977, -3.663], [-5.543, -1.384, -4.315], [-5.892, -1.924, -5.194], [-6.045, -0.116, -4.010], [-6.719, 0.383, -4.701], [-5.700, 0.503, -2.803], [-6.170, 1.436, -2.490], [-4.701, -0.061, -2.006], [-4.445, 0.376, -1.035], [-1.772, -3.224, -2.265], [-0.990, -3.707, -3.322], [-0.553, -2.989, -4.034], [-0.765, -5.085, -3.441], [-0.151, -5.440, -4.268], [-1.324, -5.963, -2.513], [-1.186, -7.030, -2.627], [-2.091, -5.481, -1.435], [-2.519, -6.159, -0.686], [-2.310, -4.102, -1.314], [-2.861, -3.690, -0.464], [-1.176, -1.903, 1.679], [-1.086, 1.083, 2.503], [-0.319, 5.107, 4.075], [-0.176, 4.237, 2.990], [0.863, 3.389, 2.910], [1.786, 3.310, 3.905], [1.720, 4.179, 5.021], [0.643, 5.093, 5.078], [2.724, 4.055, 6.031], [3.737, 3.132, 5.926], [3.810, 2.211, 4.834], [4.835, 1.258, 4.683], [4.804, 0.374, 3.610], [3.723, 0.415, 2.721], [2.735, 1.335, 2.839], [2.796, 2.262, 3.842], [-1.180, 5.767, 4.104], [-0.909, 4.179, 2.189], [0.573, 5.762, 5.938], [2.661, 4.719, 6.891], [4.512, 3.073, 6.690], [5.640, 1.234, 5.417], [5.590, -0.356, 3.441], [3.650, -0.285, 1.886]],
  "lowdin_charge": [-0.206, -0.194, -0.202, 0.112, -0.198, -0.211, 0.115, 0.116, 0.095, 0.108, 1.347, 0.699, -0.364, -0.116, 0.102, -0.075, 0.110, -0.073, 0.107, -0.070, 0.105, -0.109, 0.084, -0.459, -0.268, 0.095, -0.095, 0.127, -0.114, 0.110, -0.136, 0.114, -0.198, 0.023, -0.104, 0.709, -0.245, -0.073, 0.111, -0.074, 0.108, -0.077, 0.105, -0.070, 0.108, -0.089, 0.108, -0.294, -0.077, 0.112, -0.072, 0.107, -0.074, 0.102, -0.068, 0.110, -0.115, 0.104, 0.013, -0.067, -0.010, -0.119, -0.071, -0.131, -0.132, 0.032, 0.002, 0.000, -0.136, 0.028, -0.017, -0.079, -0.005, -0.128, 0.119, 0.115, 0.131, 0.125, 0.126, 0.131, 0.119, 0.122],
  "total_charge": 1,
  "homo_energy_ev": -8.4,
  "orbital_gap_ha": 0.1784
}

---

# 6
{
  "formula": "C4H14N",
  "method": "wB97M-V/def2-TZVPD",
  "species": ["C", "N", "H", "H", "H", "H", "H", "H", "C", "C", "C", "H", "H", "H", "H", "H", "H", "H", "H"],
  "positions_angstrom": [[-1.208, -1.214, -1.916], [-2.541, -0.999, -1.170], [-1.035, -0.617, -2.737], [-0.346, -0.997, -1.203], [-1.311, -2.123, -2.548], [-3.342, -0.864, -1.901], [-2.612, -0.198, -0.615], [-2.983, -1.892, -0.563], [2.390, 0.624, 0.183], [0.934, 0.425, 0.857], [0.780, 1.310, 2.242], [2.308, 0.403, -0.923], [2.779, -0.150, 0.848], [2.803, 1.764, 0.450], [0.946, -0.650, 1.063], [0.032, 0.549, 0.231], [1.730, 1.873, 2.393], [-0.057, 2.033, 2.124], [0.731, 0.720, 3.185]],
  "nbo_charge": [-0.443, -0.705, 0.247, 0.269, 0.255, 0.453, 0.439, 0.479, -0.619, -0.397, -0.626, 0.211, 0.226, 0.224, 0.185, 0.145, 0.219, 0.214, 0.224],
  "total_charge": 1,
  "homo_energy_ev": -14.0,
  "orbital_gap_ha": 0.3554
}

---

# 7
{
  "formula": "C4H8N4OS",
  "method": "wB97M-V/def2-TZVPD",
  "species": ["C", "C", "C", "C", "N", "N", "N", "N", "O", "S", "H", "H", "H", "H", "H", "H", "H", "H"],
  "positions_angstrom": [[1.935, -1.078, -0.657], [0.690, -1.136, -0.122], [2.414, 0.268, -0.966], [0.799, 1.167, 0.379], [1.861, 1.322, -0.571], [-2.465, -1.219, -0.321], [0.044, -0.021, 0.359], [-2.062, 0.921, 1.077], [-1.701, 0.834, -1.409], [-1.626, 0.045, -0.220], [2.346, -1.989, -1.032], [0.180, -2.084, 0.003], [3.381, 0.335, -1.507], [1.248, 1.200, 1.343], [0.087, 1.889, 0.252], [-2.166, -2.057, 0.170], [-3.064, 1.292, 1.305], [-1.898, 0.310, 1.919]],
  "nbo_charge": [-0.371, 0.053, 0.100, -0.090, -0.393, -1.146, -0.633, -1.112, -0.906, 2.262, 0.230, 0.206, 0.186, 0.183, 0.218, 0.385, 0.432, 0.397],
  "homo_energy_ev": -8.7,
  "orbital_gap_ha": 0.3327,
  "smiles": "N=[S@](N)(=O)N1C=CC=NC1"
}

---

# 8
{
  "formula": "C5H12Cl2NS",
  "method": "wB97M-V/def2-TZVPD",
  "species": ["C", "S", "N", "C", "C", "C", "H", "H", "H", "H", "H", "H", "H", "H", "H", "H", "C", "Cl", "Cl", "H", "H"],
  "positions_angstrom": [[-1.014, 1.761, 1.973], [0.384, 2.077, 0.836], [0.996, 0.670, 0.102], [0.622, -0.465, 0.678], [1.083, -0.780, 2.128], [-0.325, -1.385, -0.161], [-1.086, 0.732, 2.387], [-0.925, 2.445, 2.858], [-1.972, 1.969, 1.440], [1.402, 2.526, 1.684], [1.478, 0.159, 2.579], [1.807, -1.618, 2.205], [0.175, -1.052, 2.732], [-1.266, -1.498, 0.429], [0.166, -2.344, -0.433], [-0.606, -0.865, -1.114], [-0.045, -0.478, -4.012], [-1.458, -1.313, -3.345], [-0.483, 0.519, -5.399], [0.383, 0.159, -3.242], [0.684, -1.220, -4.326]],
  "nbo_charge": [-0.802, 0.872, -0.721, 0.544, -0.729, -0.718, 0.260, 0.289, 0.282, 0.137, 0.225, 0.296, 0.248, 0.262, 0.272, 0.266, -0.402, -0.030, 0.006, 0.214, 0.230],
  "total_charge": 1,
  "homo_energy_ev": -13.4,
  "orbital_gap_ha": 0.3001
}